Computed, not measured: a cluster of 2 separate species, C3H6ClNO in total, with ωB97M-V with the def2-TZVPD basis set.

XYZ file:
```
12
Properties=species:S:1:pos:R:3:forces:R:3
C 1.48465 1.44974 -0.77854 1.1 -1.5 -0.1
C 1.08329 0.25614 -0.41152 -2.2 -1.7 0.2
C -0.25493 -0.00929 0.10821 0.4 -0.3 1.9
N -1.84133 -1.73667 0.30227 0.2 -1.2 0.0
O -0.52990 -1.32526 0.05849 0.7 2.0 0.2
Cl 0.68749 0.45595 2.32901 -1.0 -0.3 -0.9
H 2.41295 1.35716 -1.25667 1.3 1.0 -0.7
H 1.07744 2.35444 -0.44918 -0.8 1.1 0.0
H 1.54322 -0.74783 -0.49885 0.5 1.1 -0.5
H -1.08762 0.74315 0.19231 0.9 -1.0 -0.1
H -2.30132 -1.17888 0.98075 -0.1 0.9 0.9
H -2.27395 -1.61865 -0.57629 -0.9 0.0 -1.1
```
Forces are in eV/Å.

Properties
- HOMO-LUMO gap (alpha / beta) (eV) = 8.24 / 8.24
- total charge = 0

***

Computed, not measured: the molecule C6H11N3, with ωB97M-V with the def2-TZVPD basis set.

XYZ file:
```
20
Properties=species:S:1:pos:R:3:forces:R:3
C 1.68624 1.75709 -0.51716 1.4 0.0 -0.2
N 0.69311 1.62808 0.53137 -0.6 2.7 1.3
C -0.42300 0.80982 0.31998 -0.3 -1.9 -0.8
C -1.79792 1.00028 -0.08041 1.0 2.4 0.2
C -2.34074 -0.20528 -0.32500 -0.4 -0.9 -0.3
N -1.38760 -1.17689 -0.07368 -1.9 -2.3 -1.6
C -0.26676 -0.56660 0.29831 2.8 0.0 1.1
C 0.95049 -1.41613 0.66586 -0.6 1.3 -0.3
N 1.79460 -1.63285 -0.50918 0.6 -0.3 0.1
H 2.35592 0.85494 -0.53966 -0.8 0.8 -0.2
H 1.22341 1.93156 -1.49341 0.1 -0.2 -0.2
H 2.34560 2.65174 -0.31895 -0.7 -0.9 0.0
H 0.41874 2.60102 0.81270 0.2 -1.5 -0.2
H -2.27671 1.98689 -0.20765 0.2 -0.8 0.1
H -3.33068 -0.41241 -0.66997 -0.2 -0.3 -0.1
H -1.39231 -2.18528 -0.45095 -0.3 2.5 1.1
H 0.57758 -2.35178 1.10934 0.2 0.2 0.2
H 1.53506 -0.81020 1.38798 -0.3 -0.6 -0.2
H 1.31198 -2.19634 -1.20870 0.4 0.1 0.3
H 2.68075 -2.07362 -0.22974 -0.7 0.0 -0.4
```
Forces are in eV/Å.

Properties
- SMILES string = CNc1cc[nH]c1CN
- HOMO-LUMO gap (eV) = 8.33
- total charge = 0

***

| no. | calculated total energy (Eh) |
| --- | --- |
| 1 | -707.94777 |
| 2 | -399.45376 |